No. 1
{"formula": "C8H8N3", "method": "wB97M-V/def2-TZVPD", "species": ["C", "C", "C", "C", "C", "C", "C", "C", "N", "N", "N", "H", "H", "H", "H", "H", "H", "H", "H"], "coordinates": [[-4.152111, -0.245945, -0.012887], [-0.271171, -0.222825, -0.552051], [0.914263, -0.240118, -0.484697], [-2.184860, -0.158239, -0.528207], [4.444131, -1.123612, 0.487210], [3.101249, -1.059679, 0.421086], [-3.041397, 1.957182, 0.588545], [2.368153, -0.243108, -0.589608], [-2.733147, -1.269585, -1.000029], [-4.075505, -1.310728, -0.710355], [-3.072431, 0.604075, 0.104955], [4.847023, -1.862684, 1.359018], [5.175586, -0.793505, -0.239448], [2.493787, -1.532537, 1.137155], [-3.080871, 2.646344, -0.310625], [-4.049322, 2.057892, 1.139004], [-2.090795, 2.242515, 1.184280], [2.702906, -0.295821, -1.669023], [2.704511, 0.850387, -0.324322]], "atomic_forces_ev_per_a": [[1.0924, 0.0024, 0.0538], [-8.2882, 0.7976, 0.1396], [1.9742, -0.1199, -0.5800], [7.1904, -0.2272, -0.3656], [-0.4683, -3.0425, 2.4337], [2.0886, 0.2994, -1.0176], [-0.6802, 2.3690, 0.6151], [0.9158, 3.0357, -0.2874], [-0.4906, -0.3574, 1.2296], [-0.8793, 0.0901, -0.8367], [0.1749, -1.2064, -0.5639], [-0.7408, 2.1385, -2.2308], [-0.2395, 0.3551, 0.0561], [-0.4798, -0.6060, 0.9360], [0.0340, -0.8004, 1.0378], [1.9576, 0.2667, -0.4308], [-1.8161, -0.9425, -0.7435], [-0.4822, -0.4792, 1.1119], [-0.8629, -1.5730, -0.5574]], "nbo_charge": [0.67, -0.04, 0.10, 0.49, -0.35, -0.20, -0.44, -0.56, -0.01, -0.24, -0.42, 0.22, 0.22, 0.21, 0.25, 0.26, 0.28, 0.29, 0.28], "homo_energy_ev": [-12.55, -12.47], "lumo_ev": [-7.9, -9.4], "e_above_lowest_kj_mol": 1104.29, "total_charge": 1}

---

No. 2
{"formula": "C8H8N4", "method": "wB97M-V/def2-TZVPD", "species": ["N", "N", "C", "C", "C", "C", "H", "H", "H", "H", "N", "N", "C", "C", "C", "C", "H", "H", "H", "H"], "coordinates": [[-2.477570, 2.833698, -4.612682], [-4.365196, 2.866515, -2.541386], [-2.143872, 2.425459, -3.402462], [-3.096014, 2.379868, -2.411711], [-3.761384, 3.339958, -4.795013], [-4.696698, 3.227843, -3.806635], [-1.182882, 1.955005, -3.155911], [-2.919331, 1.877344, -1.451572], [-4.134298, 3.670218, -5.773513], [-5.720367, 3.607320, -3.923636], [3.472550, -1.883879, 2.551027], [3.439466, -3.713242, 4.615773], [2.574208, -1.768807, 3.583328], [2.521305, -2.738482, 4.574242], [4.312474, -2.909688, 2.563033], [4.361425, -3.766995, 3.648044], [1.729237, -1.077768, 3.464678], [1.818148, -2.780474, 5.416513], [5.063181, -3.075468, 1.779095], [5.205619, -4.468424, 3.678789]], "atomic_forces_ev_per_a": [[-1.1775, 1.6554, -1.0072], [1.3102, -1.3483, -1.1451], [-0.6106, -0.8210, -0.2335], [-2.4261, 0.5155, 1.4424], [1.6042, -1.8119, -0.2387], [-0.1574, 1.2389, 2.1164], [-0.1142, 0.4659, -0.7148], [0.2584, 0.5478, -0.2852], [0.8954, -0.1606, 0.2037], [0.4185, -0.2820, -0.1380], [-1.1873, 0.2935, 0.4444], [0.8526, -0.2395, -0.0237], [0.0496, -1.0753, -1.4810], [0.8043, -0.4591, 0.2174], [0.3340, 0.5385, 0.5991], [-0.4756, -0.0809, 0.3813], [0.8445, 0.2264, 0.1310], [0.0325, 0.3691, -0.6288], [-0.5459, 0.5518, -0.0066], [-0.7095, -0.1241, 0.3670]], "nbo_charge": [-0.37, -0.37, -0.02, -0.01, -0.03, -0.02, 0.20, 0.20, 0.21, 0.20, -0.38, -0.38, -0.02, -0.02, -0.01, 0.00, 0.21, 0.21, 0.20, 0.20], "homo_energy_ev": -9.59, "lumo_ev": 0.2, "smiles": "c1cnccn1.c1cnccn1", "e_above_lowest_kj_mol": 206.06}

---

No. 3
{"formula": "C8H8NO6Sc", "method": "wB97M-V/def2-TZVPD", "species": ["O", "C", "Sc", "C", "O", "C", "O", "C", "O", "C", "O", "H", "C", "N", "C", "C", "O", "H", "H", "H", "H", "H", "H", "H"], "coordinates": [[0.821621, 2.780879, -2.364507], [0.492907, 1.531121, -2.253363], [0.270083, 2.441433, -0.503752], [-1.775304, 3.120298, 0.795446], [-2.817453, 3.286792, 1.270633], [-0.585702, -0.460225, -3.500077], [-1.068305, -1.168153, -2.639334], [0.775255, 0.332613, -3.097940], [1.813616, -0.208335, -3.431633], [-1.808170, 1.288542, -1.298928], [-2.768784, 0.689915, -1.534160], [-0.915457, -0.451132, -4.504448], [-0.745868, -1.158771, 1.672022], [0.703472, -0.961701, 1.849576], [1.439353, -1.886824, 2.716739], [1.348668, -0.001256, 1.213027], [0.797699, 0.808994, 0.430778], [-1.014537, -2.004084, 2.322441], [-0.954201, -1.387429, 0.612764], [-1.292710, -0.250424, 1.978805], [2.066131, -2.577187, 2.133495], [2.088424, -1.362539, 3.431422], [0.716812, -2.485351, 3.277072], [2.412454, 0.082819, 1.423924]], "atomic_forces_ev_per_a": [[-0.4532, -2.8911, -1.1085], [2.9802, 1.7846, -0.8765], [-1.5030, -0.1728, 1.4652], [-4.7013, 1.0526, 2.3191], [4.7608, -0.7493, -2.1093], [0.9226, -0.9358, 2.8172], [0.6599, 1.1682, -1.0269], [-0.5937, -1.3699, -2.3467], [-1.4537, 1.6544, 1.2585], [-4.5827, -2.2049, -0.3347], [4.0063, 2.5617, 0.8961], [-0.3140, 0.1213, -1.4687], [0.0078, -0.0673, -0.1101], [0.5657, 1.2878, -0.9182], [0.6177, -0.6320, 0.4558], [0.0470, -2.3216, 2.0479], [-0.6446, 1.2428, -0.5098], [-0.1945, 0.4577, -0.4735], [-0.0288, -0.0123, 0.4777], [0.2073, -0.4222, -0.0616], [-0.3016, 0.2538, 0.0381], [-0.3136, 0.0065, -0.2644], [0.2116, 0.2172, -0.0802], [0.0977, -0.0293, -0.0865]], "nbo_charge": [-0.54, 0.19, 1.67, 0.47, -0.31, 0.35, -0.45, 0.37, -0.36, 0.49, -0.34, 0.19, -0.43, -0.30, -0.44, 0.56, -0.77, 0.26, 0.24, 0.22, 0.25, 0.24, 0.25, 0.20], "homo_energy_ev": -16.50, "lumo_ev": -9.3, "e_above_lowest_kj_mol": 0.00, "total_charge": 2}

---

No. 4
{"formula": "C8H8O3", "method": "wB97M-V/def2-TZVPD", "species": ["C", "C", "C", "C", "C", "C", "C", "C", "H", "H", "H", "H", "H", "H", "H", "H", "O", "O", "O"], "coordinates": [[-3.577026, -0.280374, 0.077420], [-1.281935, -0.351498, -0.027916], [-1.353421, 1.078981, 0.051779], [-0.181673, 1.801521, 0.067787], [1.047315, 1.157302, -0.044521], [1.094085, -0.269453, -0.224876], [2.406079, -0.934924, -0.145818], [-0.043229, -0.963252, -0.057736], [-3.645551, 0.622293, -0.599101], [-3.545722, 0.179747, 1.105692], [-4.330380, -1.004647, -0.115849], [-2.270339, 1.577603, 0.164673], [-0.242800, 2.822664, 0.197771], [2.180586, 2.701504, 0.389689], [3.287487, -0.309279, -0.346142], [-0.095268, -2.035909, -0.180323], [-2.362005, -1.102538, -0.112696], [2.252212, 1.773428, -0.028885], [2.609895, -2.168865, 0.292441]], "atomic_forces_ev_per_a": [[1.3261, 0.3076, 0.2392], [1.0799, 2.9067, 0.1419], [1.2393, -2.3467, 0.1024], [0.9853, -1.9344, -0.1264], [-0.3391, -1.2811, -0.6832], [1.7474, 1.9130, 1.4175], [1.4080, -5.3663, 2.3093], [-2.2238, -1.5030, -1.1216], [0.0858, -1.4538, 0.1425], [-0.3527, -0.9120, -0.7523], [-0.9876, -0.1079, 0.2065], [-0.6758, 0.6438, 0.0364], [0.1029, 2.1524, 0.2067], [0.0553, -2.2186, -1.1033], [-0.1698, -0.2728, -0.1273], [0.4542, -0.1935, 0.2601], [-2.5895, 0.8191, 0.1924], [0.2306, 2.8093, 1.0968], [-1.3764, 6.0381, -2.4376]], "nbo_charge": [-0.26, 0.29, -0.26, -0.28, 0.33, -0.21, 0.39, -0.19, 0.18, 0.19, 0.21, 0.21, 0.21, 0.49, 0.16, 0.24, -0.48, -0.68, -0.54], "homo_energy_ev": -8.20, "lumo_ev": -0.1, "smiles": "COc1ccc(O)c(C=O)c1", "e_above_lowest_kj_mol": 259.71}

---

No. 5
{"formula": "C8H8O3S", "method": "wB97M-V/def2-TZVPD", "species": ["C", "C", "C", "C", "C", "C", "C", "C", "O", "O", "O", "S", "H", "H", "H", "H", "H", "H", "H", "H"], "coordinates": [[-0.310462, -1.910393, 2.163124], [0.216751, -0.633221, 2.195401], [-0.566634, -2.506059, 0.918444], [0.200258, 0.161137, 1.084345], [-0.388552, -1.771544, -0.242109], [-0.138559, -0.417025, -0.181080], [-0.665423, 1.780433, -1.113373], [-0.254507, 0.409909, -1.533444], [1.377401, 3.211778, -2.403061], [1.865592, 2.228999, -0.185277], [1.121001, 0.756566, -2.088704], [1.106876, 2.218040, -1.398946], [-0.310218, -2.539966, 3.153137], [0.367553, -0.263878, 3.187703], [-0.692011, -3.633202, 0.844083], [0.593370, 1.147768, 1.113419], [-0.651748, -2.243752, -1.217689], [-1.294932, 2.251827, -1.881033], [-0.851796, 1.937317, -0.070133], [-0.723962, -0.184736, -2.344807]], "atomic_forces_ev_per_a": [[1.1791, -0.0021, 5.1326], [-1.3925, -0.3688, 0.8541], [-0.2656, -3.3438, -3.8364], [1.0748, 1.0572, 1.9770], [-1.3036, -1.0927, -0.5524], [-0.7757, -0.8057, -5.0236], [0.9069, 1.3170, -1.8974], [1.2055, -2.6439, 2.5628], [-0.3267, -0.5438, 0.7172], [-0.1576, 0.1009, -0.2266], [-0.5123, 0.3764, 0.7002], [-0.0072, 0.4519, -1.4057], [-0.1577, 1.3071, -2.1735], [0.6254, 0.6021, 0.2167], [-0.0022, 1.6396, 0.0792], [0.2276, 0.4380, 0.3013], [0.4910, 0.3765, 0.8362], [0.0997, 0.2892, 0.7470], [-0.8396, 0.0842, 0.2653], [-0.0692, 0.7606, 0.7259]], "nbo_charge": [-0.18, -0.24, -0.16, -0.20, -0.23, -0.01, -0.67, 0.02, -0.89, -0.91, -0.69, 2.33, 0.21, 0.22, 0.21, 0.23, 0.22, 0.26, 0.25, 0.23], "s2": 2.054, "homo_energy_ev": [-5.53, -9.98], "spin_multiplicity": 3, "lumo_ev": [0.7, -3.1]}

---

No. 6
{"formula": "C8H8O6Tl", "method": "wB97M-V/def2-TZVPD", "species": ["Tl", "C", "C", "C", "O", "C", "C", "C", "O", "O", "O", "H", "H", "C", "C", "O", "O", "H", "H", "H", "H", "H", "H"], "coordinates": [[-0.868532, -2.228947, -0.068470], [-0.890231, 2.672439, -1.526400], [-0.619101, 1.277100, -1.344411], [0.010239, 0.553813, -2.511753], [-0.043429, -0.660721, -2.521607], [0.679876, 1.335934, -3.516418], [0.575718, 2.774336, -3.581157], [-0.299144, 3.463569, -2.576742], [-0.479743, 4.648652, -2.652592], [1.136528, 3.409431, -4.428223], [-0.950055, 0.640134, -0.357871], [-1.607627, 3.143880, -0.862766], [1.285087, 0.826207, -4.258115], [0.927431, -1.810193, 2.971703], [-0.208785, -2.571750, 3.562557], [-0.754205, -3.357590, 2.485571], [0.451690, -1.150448, 1.784858], [1.771903, -2.465157, 2.745517], [1.293539, -1.082563, 3.701384], [-0.975424, -1.886607, 3.940936], [0.089420, -3.211998, 4.393055], [-1.289810, -4.079313, 2.830367], [0.764660, -0.240206, 1.790587]], "atomic_forces_ev_per_a": [[-0.1760, -0.0600, -0.2394], [-0.0480, -0.5158, -0.0275], [-0.0147, 0.2534, 0.0045], [0.0534, -0.2148, -0.0178], [0.1442, -0.3196, -0.0856], [-0.4728, -0.1902, 0.3758], [0.1324, -0.2157, -0.0005], [-0.1769, 0.2056, 0.2016], [-0.1407, 0.5786, 0.0431], [0.4303, 0.3571, -0.6454], [0.0058, -0.1077, 0.2094], [0.0637, 0.0835, 0.0178], [0.0699, -0.0051, 0.0262], [0.5601, 0.1630, 0.4513], [-0.8493, -0.2987, -0.0685], [0.0251, -0.0687, 0.0937], [0.4030, 0.2668, 0.2994], [-0.1456, -0.0326, -0.2850], [-0.1114, 0.0522, -0.1109], [0.0367, -0.0006, -0.1064], [0.2807, 0.0200, -0.0731], [0.0095, 0.0423, 0.0698], [-0.0795, 0.0072, -0.1323]], "nbo_charge": [0.93, -0.06, 0.36, 0.34, -0.50, -0.02, 0.34, 0.34, -0.38, -0.37, -0.55, 0.26, 0.26, -0.09, -0.09, -0.77, -0.79, 0.19, 0.20, 0.18, 0.20, 0.50, 0.51], "homo_energy_ev": -12.98, "lumo_ev": -7.8, "e_above_lowest_kj_mol": 0.00, "total_charge": 1}